Entry 1:
Here is 7 unconnected molecules or ions with the total composition C23H63N3O11 from the OMol25 dataset. Energies are from the ωB97M-V functional and the def2-TZVPD basis.

```
100
Properties=species:S:1:pos:R:3
C -0.1482 4.4087 -4.5876
O -1.1997 3.5511 -4.1219
C -0.7505 2.2691 -3.6878
C -1.9375 1.3715 -3.3432
N -2.3300 1.5036 -1.8865
C -3.2207 2.5713 -1.6032
C -3.7681 2.3839 -0.2105
O -4.6263 1.2739 -0.0850
C -4.9295 0.9833 1.2728
H 0.1441 4.2516 -5.6116
H 0.8168 4.3215 -4.0489
H -0.6108 5.4083 -4.5315
H -0.0681 2.3950 -2.8550
H -0.1742 1.7353 -4.5083
H -1.6667 0.3452 -3.5298
H -2.8091 1.6493 -3.9315
H -1.4403 1.6328 -1.3492
H -4.0175 2.5556 -2.4028
H -2.7503 3.5652 -1.6586
H -4.3606 3.3198 -0.0050
H -2.8616 2.3645 0.4617
H -4.2712 0.2001 1.6598
H -5.9621 0.7399 1.2682
H -4.7996 1.8952 1.8374
C -0.4252 -3.9895 -0.6642
O 0.8707 -3.8584 -0.2671
C 1.2001 -3.9505 1.1390
C 2.6755 -3.9220 1.2955
N 3.3471 -2.7466 0.8303
C 4.6849 -3.0597 0.1478
C 5.1306 -1.7323 -0.5637
O 4.1339 -1.2584 -1.4698
C 4.0439 -1.9639 -2.6909
H -1.1234 -4.4280 0.1127
H -0.4666 -4.7090 -1.5330
H -0.8886 -3.0356 -0.8564
H 0.8071 -4.8879 1.4980
H 0.7272 -3.0656 1.5965
H 3.0527 -4.7641 0.6938
H 2.9090 -4.1732 2.3219
H 2.7612 -2.2629 0.1650
H 4.5620 -3.9084 -0.5558
H 5.3800 -3.4270 0.9305
H 6.0962 -1.9383 -1.0644
H 5.1932 -0.9493 0.1381
H 3.7766 -3.0586 -2.6335
H 5.0137 -1.8715 -3.1259
H 3.3334 -1.4416 -3.2977
C 0.7443 -1.6105 -3.4593
O 1.1101 -0.5224 -2.7108
C 0.5914 -0.6296 -1.4105
C 1.1649 0.4833 -0.5249
N 0.2589 1.6343 -0.2838
C 0.9443 2.8652 0.1069
C 0.0174 3.9613 0.5735
O -0.6134 3.4936 1.7719
C -1.4969 4.4756 2.2874
H 1.2944 -1.6198 -4.3945
H -0.3378 -1.7267 -3.5961
H 1.0954 -2.5270 -2.9973
H 0.8280 -1.5941 -0.9060
H -0.4585 -0.4218 -1.4828
H 1.9789 0.8592 -1.1290
H 1.5714 0.0858 0.4670
H -0.2406 1.3597 0.5708
H 1.5498 3.2556 -0.7797
H 1.6438 2.6632 0.9166
H -0.7094 4.1570 -0.2034
H 0.6703 4.8670 0.7463
H -0.9080 5.3842 2.4995
H -1.9462 4.1715 3.1710
H -2.2362 4.7524 1.5622
O -5.3291 -3.8455 -0.0936
C -4.0364 -3.1616 -0.1872
C -4.2236 -1.7339 -0.6474
O -2.9114 -1.1189 -0.4653
H -5.3855 -4.4891 -0.7998
H -3.6711 -3.1622 0.8450
H -3.2991 -3.6373 -0.8283
H -4.9431 -1.1908 -0.0479
H -4.5204 -1.6755 -1.6881
H -2.9635 -0.2423 -1.0074
C 3.9489 -1.4776 4.6420
O 4.3647 -1.0925 3.3636
H 4.6384 -1.1147 5.4199
H 2.9474 -1.0785 4.8263
H 3.9243 -2.5747 4.8411
H 3.9937 -1.6349 2.6401
C -1.0493 -0.3776 2.5227
O -0.9173 -1.1502 1.3372
H -1.7756 -0.7909 3.2026
H -0.1177 -0.3164 3.1123
H -1.3090 0.6587 2.2936
H -1.6881 -1.1019 0.7344
C 1.3042 2.5026 5.3205
O 1.9839 3.6687 4.9259
H 1.6220 1.6427 4.7384
H 1.6347 2.1958 6.2994
H 0.2211 2.4905 5.2382
H 1.9871 3.6975 3.9777
```

The LUMO energy comes out at 0.67 eV. For the max |F|, the calculation gives 2.78 eV/Å. The value obtained for the energy above the lowest of the compared OMol25 structures with the same formula, charge and spin is 3.2724 eV. As for the charge: 0.

***

Entry 2:
Here is a molecular structure, C19H38Cl2FNO3PPtSi3 from the OMol25 dataset. Energies are from the ωB97M-V functional and the def2-TZVPD basis.

```
69
Properties=species:S:1:pos:R:3
Pt 0.5604 0.6327 1.2219
C -1.6972 -0.0862 -1.9850
Si -0.6406 -1.3572 -1.0657
C -1.4371 -3.0141 -1.5714
C 1.0639 -1.3959 -1.8674
C -0.6853 -1.1406 0.7727
Si 0.0534 -2.5332 1.7704
C 1.4716 -3.4211 0.9038
C -1.2652 -3.8749 2.0357
C 0.6567 -2.0446 3.4854
Si -2.2623 -0.5034 1.4531
C -3.8839 -1.2511 0.8452
C -2.3469 -0.4628 3.3302
C -2.2610 1.3385 1.0132
C -3.2611 2.1756 0.5404
C -2.9868 3.5154 0.3125
C -1.7163 4.0023 0.5795
C -0.7557 3.1278 1.0516
N -1.0277 1.8325 1.2512
H -1.4723 -0.1471 -3.0541
H -1.4853 0.9277 -1.6524
H -2.7643 -0.2866 -1.8630
H -1.4956 -3.1147 -2.6590
H -2.4520 -3.0930 -1.1723
H -0.8696 -3.8658 -1.1900
H 0.9671 -1.1050 -2.9172
H 1.5004 -2.3959 -1.8305
H 1.7493 -0.7088 -1.3744
H 1.1500 -3.9184 -0.0129
H 1.8729 -4.1833 1.5786
H 2.2665 -2.7236 0.6507
H -1.6389 -4.2650 1.0873
H -2.1218 -3.4933 2.5965
H -0.8474 -4.7095 2.6058
H 1.1279 -1.0607 3.4783
H 1.3845 -2.7789 3.8426
H -0.1621 -2.0074 4.2053
H -3.8753 -2.3308 1.0103
H -4.0451 -1.0853 -0.2203
H -4.7362 -0.8361 1.3891
H -2.3904 -1.4618 3.7661
H -3.2349 0.0883 3.6504
H -1.4631 0.0447 3.7197
H -4.2445 1.7666 0.3466
H -3.7584 4.1791 -0.0603
H -1.4647 5.0437 0.4325
H 0.2531 3.4269 1.3067
Cl 5.0991 -1.2285 -0.5828
C 4.5606 -0.7639 1.0618
Cl 5.8960 -0.0552 1.9765
C 3.3710 0.2081 0.9238
O 3.5514 1.3754 0.6580
O 2.2739 -0.4418 1.0551
H 4.2611 -1.6799 1.5571
F 1.3358 1.7103 2.8782
C 3.2291 2.5028 -2.2878
P 1.4476 2.5284 -2.5209
C 1.0077 4.2802 -2.6494
C 1.1653 1.8555 -4.1767
O 0.6738 1.8176 -1.4748
H 3.7243 3.2370 -2.9258
H 3.6100 1.5048 -2.5104
H 3.4400 2.6953 -1.2362
H 1.5275 4.7760 -3.4693
H 1.2683 4.7684 -1.7096
H -0.0702 4.3595 -2.7926
H 1.5885 2.4895 -4.9569
H 0.0909 1.7490 -4.3280
H 1.6195 0.8658 -4.2270
```

The LUMO energy comes out at 2.45 eV. For the max |F|, the calculation gives 1.87 eV/Å. The value obtained for the energy above the lowest of the compared OMol25 structures with the same formula, charge and spin is 1.4053 eV. As for the charge: -1.

***

Entry 3:
Here is 2 unconnected molecules or ions with the total composition C6H8NO2S from the OMol25 dataset. Energies are from the ωB97M-V functional and the def2-TZVPD basis.

```
18
Properties=species:S:1:pos:R:3
C -1.0238 1.0637 0.0246
C 2.9306 -1.2582 0.4919
C -0.7840 2.4457 0.0278
C 2.4349 -0.0861 0.1858
C -0.8037 -1.1649 -0.2253
C -2.2685 -1.1018 -0.2072
N -0.1562 0.1518 -0.1231
O 0.3785 2.9309 -0.1226
O 2.2537 1.0892 -0.0436
S -2.7074 0.6502 0.1895
H 3.5656 -1.2877 1.3693
H 2.8817 -2.2495 -0.0206
H -1.7084 3.0699 0.1695
H -0.3913 -1.8110 0.5396
H -0.4622 -1.6269 -1.1962
H -2.6099 -1.2591 -1.3268
H -2.6159 -1.7943 0.4940
H 1.0861 2.2380 -0.2263
```

The LUMO energy (alpha / beta) comes out at -6.60 / -6.60 eV. For the max |F|, the calculation gives 4.08 eV/Å. The value obtained for the energy above the lowest of the compared OMol25 structures with the same formula, charge and spin is 1.8958 eV. As for the charge: +1.

***

Entry 4:
Here is 6 unconnected molecules or ions with the total composition C2H15NO5 from the OMol25 dataset. Energies are from the ωB97M-V functional and the def2-TZVPD basis.

```
23
Properties=species:S:1:pos:R:3
C -0.5081 2.6877 -0.1971
C -1.7331 2.1324 0.1294
N -1.9462 1.0933 0.9093
H 0.4259 2.4023 0.2908
H -0.2733 3.3431 -1.0282
H -2.5703 2.4329 -0.4998
H -1.1247 0.7295 1.4050
H -2.7658 1.1438 1.5204
H 2.8680 -1.3227 -0.5658
H 3.2067 -0.2282 0.4068
O 2.6104 -0.4231 -0.3273
H 0.3785 -0.0061 2.3316
H 1.1577 -0.0304 0.9246
O 0.8691 0.5028 1.6807
H 0.9096 -0.2868 -2.2095
H 0.1325 0.4297 -1.1230
O 0.2424 -0.4351 -1.5290
H -1.6756 -1.7845 -0.8506
H -0.7268 -2.4016 -1.8214
O -1.5403 -2.5943 -1.3479
H 0.8764 -1.9463 0.0578
H 0.2366 -3.0419 0.9362
O 0.9505 -2.3963 0.9072
```

The LUMO energy (alpha / beta) comes out at -4.28 / -8.03 eV. Its spin multiplicity is 2. Its expectation value of S² is 0.764. For the max |F|, the calculation gives 2.26 eV/Å. The value obtained for the energy above the lowest of the compared OMol25 structures with the same formula, charge and spin is 0.0000 eV. As for the charge: +1.

***

Entry 5:
Here is a single C2H4N4O molecule from the OMol25 dataset. Energies are from the ωB97M-V functional and the def2-TZVPD basis.

```
11
Properties=species:S:1:pos:R:3
N 2.0964 0.1858 0.6045
C 1.2562 0.2635 -0.4391
N 0.3377 -0.5538 -1.0852
N -0.9431 -0.5810 -0.4771
C -1.4138 0.3016 0.3957
O -2.7148 -0.0210 0.5756
N 0.8110 0.9221 -1.4098
H 2.3575 -0.7445 0.8910
H 2.8195 0.8871 0.6698
H -1.5284 -1.2864 -0.9149
H -3.0783 0.6266 1.1895
```

The LUMO energy comes out at 0.81 eV. For the max |F|, the calculation gives 0.63 eV/Å. The value obtained for the energy above the lowest of the compared OMol25 structures with the same formula, charge and spin is 5.0536 eV. As for the charge: 0.

***

Entry 6:
Here is 2 unconnected molecules or ions with the total composition C7H16O2SSi from the OMol25 dataset. Energies are from the ωB97M-V functional and the def2-TZVPD basis.

```
27
Properties=species:S:1:pos:R:3
C 0.4646 1.4458 -1.3221
C 0.2481 0.8484 -0.1295
C 0.9447 2.7363 -1.7914
C 0.3883 1.6926 1.1879
C -1.0077 -1.5957 -1.7603
C -2.0962 -0.8313 0.9504
C 0.6636 -2.2829 0.4588
O 3.6441 0.5593 0.0327
O 4.8027 -1.5137 0.7064
Si -0.5000 -0.8333 -0.0635
S 3.5778 -0.8581 0.2978
H 0.3065 0.7709 -2.1086
H 0.7617 2.8390 -2.8598
H 2.0125 2.8504 -1.7503
H 0.4630 3.6656 -1.3479
H -0.4733 1.7689 1.8716
H 0.6381 2.7786 0.8493
H 1.2834 1.2958 1.7722
H -0.1275 -1.8996 -2.3313
H -1.5014 -2.5357 -1.5661
H -1.5830 -0.7999 -2.2200
H -2.3900 0.1237 1.3916
H -2.8454 -1.1210 0.3116
H -2.0206 -1.5536 1.7488
H 0.8232 -2.2177 1.4782
H -0.0931 -3.0434 0.4303
H 1.6059 -2.3623 -0.0521
```

The LUMO energy comes out at -1.20 eV. For the max |F|, the calculation gives 2.68 eV/Å. The value obtained for the energy above the lowest of the compared OMol25 structures with the same formula, charge and spin is 0.0000 eV. As for the charge: 0.